79
Properties=species:S:1:pos:R:3:forces:R:3 method="wB97M-V/def2-TZVPD" e_lumo_ha=0.1001 gap_ev=6.8132 total_charge=-1
H 3.10984 -0.55947 4.48588 0.0 0.0 0.0
C 2.46449 2.35588 -4.01475 0.0 -0.1 0.0
C 4.19626 -3.24029 0.10625 0.0 0.0 0.0
C 4.31831 -1.86806 0.26885 0.2 0.0 0.0
H -7.77601 0.55517 1.68718 0.0 0.0 0.0
H 0.24058 0.24064 -2.59159 -0.1 0.1 0.0
H -3.68217 -0.21222 -2.36021 0.0 0.0 0.0
C 5.18853 -4.08617 0.56943 0.0 0.0 0.0
C -7.14304 -0.13687 1.14414 0.0 0.0 0.0
H -4.87514 -2.58046 -0.79030 0.0 0.0 0.0
C 6.32130 -3.56862 1.19583 0.0 0.0 0.0
H -1.84442 1.25546 -1.82629 0.0 0.0 0.0
C 5.44001 -1.34582 0.88883 0.0 -0.1 0.1
C -6.88393 -2.06843 -0.24975 0.0 0.0 0.0
H -3.10502 -1.34280 -4.45092 0.0 0.0 0.0
C 0.05759 -1.44911 3.43168 0.1 0.0 -0.1
H 1.86592 3.92268 -1.08184 0.0 0.0 0.0
H -5.34468 0.85903 1.72021 0.0 0.0 0.0
H 3.31591 -3.64369 -0.37815 0.0 0.0 0.0
C 0.83608 1.14713 -2.71615 0.1 -0.1 -0.3
H 1.57431 0.49323 -4.61010 0.0 0.0 0.0
C -0.16940 3.56198 0.73302 0.0 0.1 0.0
C -2.46776 -1.49026 -1.09817 0.3 0.3 0.0
H -0.35147 6.95926 2.58278 0.0 0.0 0.0
C 0.06235 4.86136 2.75450 0.0 0.0 0.0
C 2.28322 -0.82829 3.83201 0.0 0.0 0.0
As -2.96153 -0.63125 0.58319 0.0 0.0 -0.1
H -0.88199 6.83063 0.16791 0.0 0.0 0.0
H 5.50595 -0.27573 1.02770 0.0 0.0 0.0
H 3.08212 2.44151 -4.90040 0.0 0.0 0.0
C 0.88718 2.11717 -1.72661 0.1 0.3 0.3
H -8.78301 -1.32575 0.42681 0.0 0.0 0.0
C -2.99647 -1.05358 -2.34630 0.0 0.0 0.1
C -4.92600 -0.83688 0.46044 -0.1 -0.1 0.0
H 7.31931 -1.77824 1.83014 0.0 0.0 0.0
C 1.61230 1.27242 -3.85943 0.0 0.0 0.0
C -1.28884 -3.25369 -2.32365 0.0 0.0 0.1
O 2.88798 -1.09280 -1.73490 0.1 0.0 0.1
N 0.29287 -1.52677 2.13791 0.1 0.0 0.2
C -1.93212 1.83578 -0.90751 0.0 0.2 0.0
C -3.02647 1.29142 0.00092 -0.1 0.0 0.1
H -3.03905 1.84433 0.94615 0.0 0.1 0.0
H -4.00059 1.45348 -0.46652 0.0 0.0 0.0
H -7.31426 -2.89373 -0.80495 0.0 0.0 0.0
C 0.12866 3.64246 2.08730 0.0 0.1 0.1
C -2.68317 -1.69142 -3.51574 0.0 -0.1 0.0
N 1.69990 -1.26167 0.37365 -0.3 0.0 -0.1
H 3.23879 4.13821 -3.10210 0.0 0.0 0.0
As -0.13433 1.79769 -0.09370 -0.1 -0.8 -0.3
N 7.35093 -4.42552 1.62654 0.0 0.0 0.0
H 0.42149 2.74905 2.62730 0.0 0.0 0.0
C -0.53643 4.71932 0.04899 0.0 0.0 0.0
C 1.76869 3.18458 -1.86847 0.0 0.1 -0.1
C -0.30108 6.00850 2.06650 0.0 0.0 0.0
H -0.62163 -4.10726 -2.31131 0.0 0.0 0.0
H -0.76634 4.67098 -1.00959 0.0 0.0 0.0
C 1.02863 -1.08563 4.35975 0.0 0.0 0.0
C -1.61097 -2.62735 -1.08885 0.0 0.1 0.0
C 1.54611 -1.21207 1.71625 -0.1 0.0 -0.1
H 7.89965 -4.04075 2.38024 0.0 0.0 0.0
H 0.29829 4.90973 3.81023 0.0 0.0 0.0
H 7.03198 -5.35344 1.85951 0.0 0.0 0.0
C -1.80412 -2.79772 -3.50542 0.0 0.1 0.0
H -2.16922 2.86936 -1.18649 0.0 -0.1 0.0
C -5.50497 -1.89343 -0.23700 -0.1 0.0 0.0
N 2.56353 -0.88345 2.53920 -0.1 0.0 0.1
H -1.38049 -3.14778 -0.16482 0.0 0.0 0.0
C 6.44085 -2.19024 1.34500 0.0 0.0 0.0
C -7.70849 -1.19050 0.43836 0.0 0.0 0.0
H 5.08901 -5.15878 0.44276 0.0 0.0 0.0
S 3.05089 -0.78646 -0.33078 -0.1 0.0 -0.3
C -0.59966 5.93635 0.71045 0.0 0.0 0.0
H -1.53545 -3.28500 -4.43472 0.0 0.0 0.0
C 2.55010 3.30691 -3.00931 0.0 0.0 0.0
H 0.82342 -1.01791 5.41832 0.0 0.0 0.0
C -5.76493 0.03189 1.15740 -0.1 0.0 0.0
O 3.45718 0.55510 0.01864 0.0 0.1 0.0
H -0.95720 -1.68623 3.74268 0.0 0.0 0.0
Pd -0.37866 -0.88711 -0.65399 0.2 -0.5 0.4

86
Properties=species:S:1:pos:R:3:forces:R:3 method="wB97M-V/def2-TZVPD" e_lumo_ha="-0.1996 / -0.2001" gap_ev="4.6566 / 4.6643" total_charge=+1 e_above_lowest_kj_mol=1152.3
C -0.80251 5.33970 -0.43657 0.0 -0.1 -0.1
H -0.92968 -4.86913 -1.14195 0.0 0.0 0.0
N -0.82154 0.07277 0.50596 -0.7 -0.7 1.1
Cl -1.50640 2.11731 -5.70520 0.0 0.0 0.0
H -0.78490 6.42507 -0.35888 0.0 0.0 -0.1
H 1.85941 4.83477 4.53998 0.0 0.0 0.0
O 2.39053 0.56428 -0.88116 -0.8 -0.7 -0.1
C -1.71335 -2.34133 -4.18928 0.0 0.1 0.0
H 2.50108 6.08258 3.46403 0.0 0.0 0.0
C 1.69909 -2.39902 1.80876 0.0 0.0 0.0
C 1.89129 -0.43252 -1.08593 2.7 1.9 0.0
C 3.00387 1.00018 2.32257 -0.1 0.2 -0.1
C -0.41184 -4.05778 -5.24982 -0.1 -0.1 0.0
N 0.60276 -2.25997 -2.30612 0.7 0.3 0.9
Cl 0.50777 0.18166 -4.20608 -0.1 0.1 -0.2
C 2.02181 -0.95724 2.04282 0.1 -0.1 -0.1
C -1.59608 1.90095 -4.01380 0.1 0.2 0.1
H 4.95822 1.82540 2.22535 0.0 0.0 0.0
C 1.27787 4.67325 2.48386 0.2 -0.1 -0.1
H 3.18279 4.45679 3.44346 0.0 0.1 0.0
N 0.66575 3.49237 2.35753 -0.4 0.3 0.0
H 1.89630 -1.51688 -1.39179 -1.2 -1.3 -0.4
C 2.26115 5.02471 3.54657 0.0 0.0 0.0
Cl -0.29161 -0.55531 -0.94543 -1.3 0.7 -1.3
H 1.89905 -8.08251 -1.18094 0.0 0.0 0.0
C -0.64950 -3.23543 -4.15468 0.1 0.0 0.3
H -2.88828 -2.98407 -7.29595 0.0 0.0 0.0
C -2.46900 2.59529 -1.86373 0.2 -0.1 0.5
C -0.08078 4.78391 0.73898 -0.3 -0.1 0.1
C -0.01654 -5.31306 -1.52113 0.0 0.0 0.0
H 0.95328 1.06499 6.10120 0.0 0.0 0.0
C -2.52215 -2.25381 -5.30966 0.0 0.0 0.0
N -0.24373 3.56024 1.31318 0.6 0.2 -0.1
N -0.42629 1.76236 3.76514 -0.4 -0.1 -0.1
C 1.89837 -5.20628 -2.96805 0.1 0.1 0.0
C 0.40455 -6.54933 -1.05457 0.0 0.0 0.0
C -0.74268 1.00651 -3.38305 -0.1 0.0 0.3
H -3.35677 -1.56452 -5.32182 0.0 0.0 0.0
C -0.83973 1.43236 4.99682 0.1 0.0 0.0
Pt -1.18380 1.80104 0.82072 -0.2 0.2 0.1
H 1.93064 -2.99849 2.69111 0.0 0.0 0.0
C 0.25279 -3.28218 -2.94780 -0.2 0.0 -0.2
H 0.63818 -2.51838 1.59257 0.0 0.0 0.0
C -3.70362 0.54312 2.86351 0.0 0.0 0.0
C 3.94327 2.15118 2.44229 0.0 0.0 0.0
H 3.23105 -6.88120 -2.88325 0.0 0.0 0.0
H 2.48871 -4.67385 -3.70544 0.0 0.0 0.0
C -2.12189 0.92233 4.89450 0.0 0.0 0.1
H 3.93241 2.55720 3.45531 0.0 0.0 0.0
C -2.26426 -3.05557 -6.41519 0.0 0.0 0.0
C 1.57194 -7.11750 -1.54423 0.0 0.0 0.0
H -1.00981 -4.58985 -7.23530 0.0 0.0 0.0
C 0.01573 1.61138 6.20258 0.0 0.0 0.0
Cl -3.78017 3.21923 -0.91357 0.4 0.3 0.0
H -0.30632 5.06337 -1.36838 -0.1 -0.1 0.0
C -0.86676 0.95757 -1.99502 1.0 -0.4 0.2
H 1.58961 2.62998 4.18021 0.0 0.0 0.0
C 0.72828 -4.63727 -2.48098 0.0 0.1 -0.1
H 4.24248 -0.73821 1.80113 0.0 0.0 0.0
C -1.20873 -3.95582 -6.38152 0.0 0.0 0.0
O -4.42801 -1.58763 -0.58694 0.1 0.0 -0.1
H -0.18141 -7.07128 -0.30918 0.0 0.0 0.0
H 2.27814 -2.81471 0.98327 0.0 0.0 0.0
H -2.74249 0.56898 5.69985 0.0 0.0 0.0
H -0.50682 1.24161 7.08159 0.0 0.0 0.0
H 0.25493 2.66338 6.36015 0.0 0.0 0.0
H 1.13117 6.52423 1.29069 0.0 0.0 0.0
H -1.83644 5.03539 -0.47665 -0.3 -0.2 0.0
C 2.31880 -6.44332 -2.50028 0.0 0.0 0.0
N 1.65961 1.11378 2.50561 0.1 0.0 0.3
C -2.44377 0.96007 3.54160 0.0 0.1 -0.2
H -3.93045 -0.49867 3.08890 0.0 0.0 0.0
H -4.54284 1.14888 3.20615 0.0 0.0 0.0
H 0.39168 -4.78207 -5.21964 0.0 0.0 0.0
N 1.06311 -0.09993 2.35264 0.1 0.2 0.1
C -3.46706 -1.49873 -1.16287 -0.2 0.1 0.2
C 0.84028 5.50285 1.46669 0.0 0.1 0.0
C 3.27489 -0.31079 2.01065 -0.1 -0.1 0.0
B 0.91677 2.25625 3.26814 0.3 -0.3 -0.2
C -1.46248 1.87557 -1.17494 -0.6 -0.2 -0.6
H -1.90518 -1.72074 -3.32151 0.0 0.0 0.0
C -2.52039 2.64060 -3.24121 0.0 -0.1 -0.4
Cl -3.71245 3.58363 -4.02971 0.0 0.0 0.0
H 3.68430 2.95450 1.74863 0.0 0.0 0.0
N -1.40880 1.48002 2.87211 0.3 0.0 0.1
H -3.62646 0.65075 1.78239 0.0 0.0 0.0

91
Properties=species:S:1:pos:R:3:forces:R:3 method="wB97M-V/def2-TZVPD" multiplicity=2 e_lumo_ha="0.0532 / 0.0433" gap_ev="6.1128 / 6.0347" s_squared=0.762 total_charge=-1 e_above_lowest_kj_mol=80.2
C 7.45536 -0.61407 -0.44968 0.0 0.0 0.0
C -2.72162 3.00269 1.49408 0.0 0.0 0.0
H -1.84514 0.04461 -2.27993 0.0 0.0 0.0
C -1.08380 0.34279 2.57023 0.1 0.0 0.0
C -4.86793 -1.56532 0.60832 0.0 0.0 0.0
H -2.30501 5.35800 3.88522 0.0 0.0 0.0
C -5.21650 0.30884 -2.39895 0.0 0.0 0.0
C -2.98445 1.65899 -1.43611 0.1 -0.1 0.0
P -0.84771 -0.80830 1.19624 -0.1 0.1 0.0
C -1.21873 -2.50261 -3.47386 0.0 0.0 0.0
H -0.39218 4.99626 0.06616 0.0 0.0 0.0
C -2.51490 -2.96475 1.04830 0.0 0.0 0.0
N 0.99911 1.73612 -1.25545 0.0 0.0 -0.1
C 2.22515 -1.09897 -3.01907 0.0 0.0 0.0
C 2.43893 -0.24737 -4.22196 0.0 0.0 0.0
C -2.90653 3.68612 2.68533 0.0 0.0 0.0
C -0.11717 2.07361 3.93571 0.0 0.0 0.0
H -2.85917 -0.58322 3.36089 0.0 0.0 0.0
H -6.35810 1.92859 -1.57154 0.0 0.0 0.0
H -5.78299 -1.01080 0.44370 0.0 0.0 0.0
H -2.18829 -3.79701 -2.03641 0.0 0.0 0.0
H 0.66651 2.80206 4.09794 0.0 0.0 0.0
H -0.27582 -3.70300 -0.45550 0.0 0.0 0.0
H 6.96795 -0.91024 0.47828 0.0 0.0 0.0
H -2.01161 -2.54683 -4.21014 0.0 0.0 0.0
C 0.93581 -1.73699 -2.77553 0.0 0.0 0.0
H 8.54399 1.09461 -1.22378 0.0 0.0 0.0
H 8.21980 -1.36158 -0.68181 0.0 0.0 0.0
C -3.72087 -3.64705 0.95729 0.0 0.0 0.0
H 2.38556 -0.83683 -5.14055 0.0 0.0 0.0
N 1.24157 -0.19262 -0.33433 0.1 0.0 -0.1
S 2.59227 -4.34109 -1.20318 0.0 0.0 -0.2
S 3.02410 -3.49399 1.85083 0.2 -0.1 -0.1
C -4.89770 -2.94878 0.73616 0.0 0.0 0.0
C -2.47101 -1.57722 0.89133 0.0 -0.1 0.0
H -4.37705 3.14352 -0.74819 0.0 0.0 0.0
H 1.66589 0.52438 -4.25748 0.0 0.0 0.0
C -3.94817 -0.21492 -2.60070 0.0 0.0 0.0
Se 0.88571 -2.36529 1.81396 -0.2 0.1 0.1
H -3.82537 -1.15697 -3.11994 0.0 0.0 0.0
H -1.60951 -3.52376 1.26326 0.0 0.0 0.0
H -3.29027 2.10336 1.30811 0.0 0.0 0.0
H -2.90600 0.81280 5.38669 0.0 0.0 0.0
H 3.41141 0.22722 -4.15883 0.0 0.0 0.0
H 8.85155 0.73666 0.47615 0.0 0.0 0.0
H -1.15086 2.51566 5.76398 0.0 0.0 0.0
F 5.13026 0.93661 1.15017 0.0 0.0 0.0
H -3.61404 3.31207 3.41318 0.0 0.0 0.0
C -1.25239 5.29573 2.01741 0.0 0.0 0.0
F 4.33943 -0.05971 3.06020 0.0 0.0 0.0
S 4.94839 -2.39190 -0.24396 0.0 0.0 0.0
Sb 2.29699 -5.72206 0.79384 0.1 0.2 0.1
C -4.25734 2.19148 -1.25064 0.0 0.0 0.0
C -3.66413 -0.88560 0.68546 0.0 0.1 0.0
C -1.81754 3.47712 0.54585 -0.1 -0.1 0.1
C -2.11882 0.95464 4.65614 0.0 0.0 0.0
P -1.50433 2.61981 -1.02589 0.0 0.1 0.0
N 3.12544 -1.30925 -2.11488 0.0 -0.1 0.1
N 0.79025 -2.36144 -1.59444 0.0 0.0 -0.1
N 1.83791 0.77345 -1.01700 -0.1 0.0 0.1
B 4.02137 0.53544 1.86939 0.0 0.0 -0.1
C -1.08442 4.62847 0.81351 0.0 0.0 0.0
C -1.13302 1.90756 4.86784 0.0 0.0 0.0
C -0.19563 1.41348 -0.71230 0.0 0.0 -0.1
N 4.33927 -0.74307 -2.29473 0.0 0.0 0.0
H -0.67000 6.18457 2.22333 0.0 0.0 0.0
H -6.08648 -0.22115 -2.76636 0.0 0.0 0.0
W 2.47880 -2.11030 -0.16794 0.0 -0.2 -0.1
C -0.06974 -1.77949 -3.73485 0.0 0.0 0.0
C -0.28577 -3.11699 -1.36880 0.0 0.0 0.0
F 3.07480 1.53122 1.99590 0.0 0.0 0.0
H 7.31643 1.48118 0.00663 0.0 0.0 0.0
F 3.35779 -0.55026 1.00941 -0.1 0.2 0.2
H -5.84107 -3.47760 0.67515 0.0 0.0 0.0
H 0.06687 -1.25967 -4.67162 0.0 0.0 0.0
H 0.73823 1.40724 2.09724 0.0 0.0 0.0
C -0.05818 0.16585 -0.10058 0.0 -0.1 0.2
N 6.44685 -0.58804 -1.49794 0.0 0.0 0.0
C -1.32553 -3.19102 -2.27545 0.0 0.0 0.0
H 6.50613 0.15280 -2.18030 0.0 0.0 0.0
C -0.08397 1.29168 2.79354 0.0 0.0 0.0
C 5.23165 -1.15431 -1.41667 0.0 0.0 0.1
C -2.09626 0.17023 3.51161 0.0 0.0 0.0
S 0.04604 -5.82202 1.11283 -0.1 0.0 0.0
C -2.16865 4.83087 2.94903 0.0 0.0 0.0
C 8.07837 0.76186 -0.29212 0.0 0.0 0.0
Se -1.06443 3.93922 -2.60112 0.0 0.0 0.0
H -3.66280 0.18933 0.58088 0.0 0.0 0.0
C -5.37015 1.51175 -1.72241 0.0 0.0 0.0
C -2.83453 0.45591 -2.12157 0.0 0.0 0.0
H -3.72826 -4.72296 1.07782 0.0 0.0 0.0

Number 1: strongest force on any atom 0.84 eV/A. Number 2: strongest force on any atom 3.25 eV/A. Number 3: strongest force on any atom 0.30 eV/A.